ORCA calculation (ωB97M-V with the def2-TZVPD basis set) on an isolated molecule of C6H4O.

Values from the calculation:
LUMO energy (Ha): -0.0090
Energy relative to the best compared isomer or geometry (same formula, charge and spin) (kcal per mole): 55.20
SMILES string: C#CC(=O)C#CC
Largest force on an atom (eV/A): 0.8
Total charge: 0
DFT total energy (eV): -8330.0466
Spin multiplicity: 1
Orbital gap (eV): 9.9

```
11
Properties=species:S:1:pos:R:3:forces:R:3
C 1.142 0.351 -2.364 0.01 0.02 -0.05
C 0.710 -0.024 -1.024 -0.17 0.00 0.49
C 0.361 -0.276 0.103 0.20 0.16 -0.48
C 0.011 -0.555 1.479 0.24 -0.30 0.17
O 0.665 -1.292 2.188 -0.07 0.28 -0.34
C -1.204 0.039 2.018 -0.62 -0.19 0.51
C -2.214 0.213 2.652 0.49 -0.14 -0.29
H 1.327 -0.530 -2.987 -0.04 0.10 0.13
H 2.073 0.922 -2.296 -0.12 -0.08 -0.04
H 0.386 0.975 -2.850 0.11 -0.09 0.04
H -3.082 0.274 3.266 -0.03 0.24 -0.13
```
Positions in Å, forces in eV/Å.